(1)
# C42H39FN3O4SZn

A molecular structure, C42H39FN3O4SZn (the ωB97M-V functional and the def2-TZVPD basis, the OMol25 dataset).

Max |F| ... 0.0144 Eh/bohr
Total charge ... -1
Energy relative to the best compared isomer or geometry (same formula, charge and spin) ... 0.0 kcal/mol
Electronic energy ... -118818.8198 eV
HOMO ... -3.65 eV

Last column: Mulliken charge in e.
Element x y z (Å)
Zn: -0.076 -0.504 0.100  -0.23
C: 1.427 2.403 1.129  -1.16
O: 0.349 1.716 0.506  0.01
C: -0.812 2.432 0.285  -0.18
C: -0.833 3.807 0.153  -0.21
C: -2.043 4.455 -0.063  -0.77
C: -3.223 3.727 -0.122  -0.80
C: -3.199 2.351 0.023  -0.26
C: -1.994 1.690 0.210  0.88
N: -1.852 0.297 0.362  1.16
N: -2.912 -0.360 0.524  -0.57
C: -2.859 -1.674 0.864  -0.06
C: -1.722 -2.336 1.427  1.41
O: -0.529 -1.873 1.437  -1.01
C: -1.959 -3.584 2.106  -0.76
C: -3.159 -4.198 2.082  -0.90
C: -4.272 -3.643 1.372  1.04
C: -5.486 -4.340 1.235  -0.92
C: -6.510 -3.828 0.478  -0.48
C: -6.347 -2.588 -0.159  -0.74
C: -5.180 -1.876 -0.017  -0.74
C: -4.121 -2.384 0.762  0.46
H: 1.066 2.997 1.970  0.42
H: 1.943 3.050 0.418  0.32
H: 2.115 1.641 1.484  0.21
H: 0.082 4.381 0.208  0.39
H: -2.053 5.530 -0.185  0.40
H: -4.163 4.235 -0.293  0.39
H: -4.104 1.761 -0.029  0.39
H: -1.105 -4.025 2.605  0.46
H: -3.288 -5.153 2.582  0.34
H: -5.597 -5.301 1.727  0.37
H: -7.432 -4.383 0.356  0.38
H: -7.143 -2.197 -0.782  0.40
H: -5.035 -0.934 -0.530  0.36
C: 0.655 -4.769 -2.753  -1.68
C: -0.138 -3.624 -2.106  1.09
C: -1.530 -4.147 -1.721  -1.71
C: -0.223 -2.390 -3.019  1.07
C: -1.012 -2.510 -4.091  -1.04
C: -1.294 -1.489 -5.138  -0.77
C: -0.033 0.197 -4.695  -0.82
C: 0.706 -0.058 -3.418  0.00
C: 1.570 1.100 -2.958  1.11
C: 0.776 2.415 -2.890  -1.45
C: 2.795 1.238 -3.870  -1.66
C: 0.550 -1.156 -2.654  -1.00
N: 1.078 -1.102 -1.323  0.89
C: 2.306 -1.610 -1.052  0.93
C: 3.160 -2.231 -1.988  -0.88
C: 4.396 -2.742 -1.621  -1.04
C: 4.869 -2.637 -0.320  -0.64
C: 4.082 -1.971 0.619  -0.69
C: 2.863 -1.482 0.237  0.22
F: 2.122 -0.783 1.164  -0.39
H: 0.681 -5.641 -2.090  0.47
H: 1.683 -4.482 -2.969  0.35
H: 0.180 -5.068 -3.692  0.30
H: 0.369 -3.342 -1.185  -0.10
H: -1.963 -4.755 -2.520  0.47
H: -2.215 -3.320 -1.524  0.23
H: -1.468 -4.772 -0.824  0.48
H: -1.511 -3.464 -4.239  0.28
H: -2.017 -1.849 -5.871  0.56
H: 0.233 1.168 -5.113  0.75
H: 1.924 0.879 -1.954  -0.26
H: 0.689 2.892 -3.869  0.49
H: 1.276 3.126 -2.222  0.42
H: -0.236 2.232 -2.512  0.05
H: 2.492 1.419 -4.906  0.25
H: 3.397 0.326 -3.844  0.31
H: 3.425 2.076 -3.552  0.48
H: 2.823 -2.288 -3.015  0.69
H: 5.008 -3.234 -2.371  0.41
H: 5.831 -3.042 -0.037  0.37
H: 4.413 -1.825 1.641  0.48
O: -0.359 -0.304 -9.957  -0.50
C: -0.852 0.648 -9.122  0.23
O: -1.189 1.704 -9.579  -0.58
C: -0.940 0.280 -7.672  1.20
C: -2.042 0.912 -6.934  -1.03
C: -2.328 0.778 -5.633  -1.35
C: -1.597 -0.035 -4.591  1.41
S: -2.411 0.176 -2.991  -0.36
C: 0.058 -0.966 -5.725  0.56
C: -0.013 -0.532 -7.147  -1.72
H: -0.218 -1.112 -9.452  0.34
H: -2.678 1.544 -7.544  0.37
H: -3.195 1.299 -5.248  0.41
H: 0.898 -1.640 -5.566  0.56
H: 0.790 -0.890 -7.788  0.46

***

(2)
# C23H33N3O5

C23H33N3O5 in the gas phase (the ωB97M-V functional and the def2-TZVPD basis, the OMol25 dataset).

Max |F| ... 0.0158 Eh/bohr
SMILES string ... CCOc1cc2[nH]c(=O)n(CCCCCC(=O)NC3CCCC3)c(=O)c2cc1OCC
Energy relative to the best compared isomer or geometry (same formula, charge and spin) ... 6.6 kcal/mol
Electronic energy ... -39096.8123 eV
HOMO ... -8.46 eV

Last column: natural (NBO) charge in e.
Element x y z (Å)
C: 6.303 2.714 -0.260  -0.64
C: 5.887 2.514 1.192  -0.06
H: 6.100 3.417 1.772  0.19
H: 6.422 1.671 1.635  0.20
O: 4.483 2.358 1.333  -0.49
C: 3.811 1.300 0.826  0.33
C: 2.450 1.532 0.659  -0.29
C: 1.598 0.547 0.183  0.18
C: 2.116 -0.703 -0.148  -0.16
C: 3.479 -0.948 0.026  -0.23
C: 4.337 0.016 0.516  0.21
O: 5.665 -0.199 0.752  -0.51
C: 6.272 -1.410 0.339  -0.06
C: 6.503 -1.475 -1.167  -0.64
H: 7.123 -0.640 -1.485  0.21
H: 7.011 -2.402 -1.415  0.22
H: 5.562 -1.435 -1.710  0.22
H: 7.233 -1.411 0.862  0.20
H: 5.690 -2.271 0.685  0.18
H: 3.820 -1.938 -0.229  0.24
C: 1.242 -1.750 -0.665  0.67
O: 1.621 -2.855 -0.993  -0.60
N: -0.103 -1.400 -0.776  -0.47
C: -0.629 -0.163 -0.479  0.81
O: -1.802 0.121 -0.633  -0.67
N: 0.250 0.765 0.007  -0.58
H: -0.136 1.675 0.222  0.42
C: -1.009 -2.435 -1.261  -0.23
C: -1.325 -3.477 -0.183  -0.41
C: -1.909 -2.881 1.099  -0.39
C: -3.299 -2.278 0.897  -0.40
H: -4.031 -3.074 0.751  0.21
H: -3.290 -1.668 -0.005  0.21
C: -3.719 -1.400 2.078  -0.49
C: -4.865 -0.469 1.700  0.69
O: -5.971 -0.536 2.198  -0.64
N: -4.514 0.449 0.780  -0.64
H: -3.594 0.413 0.361  0.42
C: -5.435 1.405 0.209  -0.06
H: -6.337 1.356 0.825  0.24
C: -4.806 2.806 0.202  -0.41
H: -4.116 2.937 1.034  0.21
C: -4.131 2.892 -1.163  -0.41
C: -5.174 2.266 -2.085  -0.40
H: -4.753 1.950 -3.038  0.21
C: -5.725 1.086 -1.276  -0.42
H: -6.789 0.937 -1.452  0.22
H: -5.209 0.165 -1.547  0.21
H: -5.966 2.989 -2.284  0.19
H: -3.877 3.913 -1.446  0.21
H: -3.223 2.288 -1.170  0.20
H: -5.588 3.563 0.278  0.20
H: -2.873 -0.782 2.391  0.21
H: -4.032 -2.012 2.924  0.23
H: -1.955 -3.660 1.862  0.21
H: -1.231 -2.107 1.470  0.19
H: -0.402 -4.007 0.057  0.22
H: -2.027 -4.195 -0.609  0.21
H: -0.517 -2.932 -2.100  0.23
H: -1.912 -1.937 -1.612  0.23
H: 2.075 2.510 0.914  0.23
H: 6.099 1.818 -0.841  0.21
H: 7.366 2.928 -0.308  0.22
H: 5.754 3.545 -0.696  0.21

***

(3)
# C2H7N3S2

C2H7N3S2 in the gas phase in a non-equilibrium geometry (the ωB97M-V functional and the def2-TZVPD basis, the OMol25 dataset).

Max |F| ... 0.1043 Eh/bohr
Energy relative to the best compared isomer or geometry (same formula, charge and spin) ... 60.6 kcal/mol
Electronic energy ... -28325.0226 eV
HOMO ... -7.57 eV

Last column: natural (NBO) charge in e.
Element x y z (Å)
C: 0.401 0.214 2.841  -0.10
C: -0.156 0.091 -3.112  0.28
H: 1.566 -1.375 2.334  0.40
H: 1.549 -1.010 4.032  0.40
H: 0.114 0.762 3.741  0.19
H: -0.273 -1.545 -0.327  0.10
H: -2.017 -0.283 -2.292  0.39
H: -0.673 0.140 -4.071  0.15
H: 1.442 0.228 -2.115  0.33
N: 1.237 -0.800 3.097  -0.75
N: -1.034 -0.221 -2.078  -0.86
N: 1.092 0.295 -3.073  -0.71
S: -0.167 0.641 1.365  0.01
S: -0.599 -0.244 -0.446  0.16